Entry 1:
Here is a cluster of 8 separate species, C52H41BrNO15S in total from the OMol25 dataset. Energies are from ωB97M-V/def2-TZVPD.

```
111
Properties=species:S:1:pos:R:3:forces:R:3
C -3.808 1.023 -8.161 0.0 -0.2 0.3
C -4.616 -0.088 -7.544 0.0 0.0 0.0
C -5.880 0.168 -7.005 -0.1 0.0 -0.1
C -6.643 -0.842 -6.446 0.1 -0.2 0.1
C -6.141 -2.136 -6.381 0.3 0.0 0.0
C -4.868 -2.405 -6.874 -0.1 0.0 0.1
C -4.297 -3.784 -6.744 -0.1 0.1 -0.6
N -3.145 -3.863 -5.728 -0.3 0.2 0.1
S -1.561 -3.432 -6.439 0.2 -0.1 0.1
C -3.371 -3.081 -4.477 0.3 0.1 0.6
C -4.538 -3.635 -3.664 -0.2 -0.1 -0.2
O -5.639 -3.224 -3.639 0.1 0.1 0.1
Br -3.992 -5.184 -2.635 0.0 -0.1 -0.1
C -4.122 -1.386 -7.476 -0.2 0.1 0.0
H -3.638 1.802 -7.416 0.0 0.1 -0.1
H -2.830 0.657 -8.470 0.0 0.0 -0.1
H -4.322 1.462 -9.015 0.0 0.0 0.0
H -6.285 1.173 -7.045 0.0 0.0 0.0
H -7.621 -0.634 -6.035 0.0 0.1 -0.1
H -6.713 -2.934 -5.925 -0.1 0.1 0.0
H -3.872 -4.110 -7.694 0.1 -0.1 0.1
H -5.044 -4.524 -6.456 0.0 0.1 0.3
H -3.059 -4.839 -5.429 0.1 -0.1 -0.1
H -1.538 -2.201 -5.900 -0.1 0.1 0.0
H -3.473 -2.015 -4.683 -0.3 -0.1 -0.3
H -2.479 -3.223 -3.870 0.0 0.0 -0.1
H -3.150 -1.597 -7.908 -0.1 0.0 0.0
C -7.603 4.317 -4.470 0.0 0.0 0.0
C -6.964 4.704 -3.368 0.0 0.0 0.0
C -6.552 3.725 -2.329 0.0 0.0 0.0
O -5.958 4.070 -1.333 0.1 0.0 0.0
C -6.888 2.296 -2.563 0.0 0.0 0.0
C -7.530 1.913 -3.663 0.0 -0.1 0.1
C -7.932 2.889 -4.705 0.0 0.0 0.0
O -8.494 2.523 -5.715 0.1 0.0 0.0
H -7.908 5.011 -5.242 0.0 0.0 0.0
H -6.709 5.738 -3.175 0.0 0.0 0.0
H -6.578 1.600 -1.794 0.0 0.0 0.0
H -7.784 0.879 -3.857 0.0 0.0 0.0
C -2.714 1.300 -2.285 0.0 0.0 0.0
C -2.481 1.304 -0.972 0.0 0.0 0.0
C -1.763 0.180 -0.308 0.0 0.1 0.0
O -1.559 0.183 0.883 0.0 -0.2 0.0
C -1.303 -0.952 -1.163 -0.1 0.1 0.0
C -1.537 -0.930 -2.470 0.1 -0.2 0.0
C -2.257 0.180 -3.129 0.0 0.0 0.0
O -2.467 0.128 -4.331 -0.1 -0.1 0.0
H -3.236 2.104 -2.787 0.0 0.0 0.0
H -2.788 2.116 -0.327 0.0 0.0 0.0
H -0.785 -1.762 -0.664 0.0 0.0 0.0
H -1.206 -1.717 -3.137 0.1 0.0 0.1
C -1.084 4.949 4.249 0.0 0.0 0.0
C -1.447 4.922 2.970 0.0 0.0 0.0
C -1.202 3.723 2.131 0.0 0.0 0.0
O -1.538 3.700 0.961 0.0 0.0 0.0
C -0.539 2.560 2.762 0.0 0.1 0.1
C -0.180 2.585 4.041 -0.1 0.1 0.0
C -0.424 3.779 4.886 0.0 0.0 0.0
O -0.096 3.806 6.052 0.0 0.0 0.0
H -1.249 5.810 4.884 0.0 0.0 0.0
H -1.932 5.759 2.482 0.0 0.0 0.0
H -0.368 1.704 2.129 0.0 0.0 0.0
H 0.304 1.748 4.524 0.0 0.0 0.0
C 4.839 -1.030 3.357 -0.1 0.0 0.0
C 3.804 -0.449 2.756 0.0 0.0 0.1
C 3.211 0.798 3.294 0.0 0.0 0.0
O 2.263 1.337 2.750 0.1 -0.1 -0.1
C 3.812 1.383 4.516 0.0 0.0 0.0
C 4.848 0.807 5.119 0.1 0.0 -0.1
C 5.435 -0.448 4.586 0.0 0.0 0.0
O 6.368 -0.990 5.143 0.0 0.0 0.0
H 5.293 -1.941 2.985 0.0 0.1 -0.1
H 3.353 -0.850 1.859 0.0 0.0 0.0
H 3.361 2.296 4.888 0.0 0.0 0.0
H 5.295 1.216 6.013 0.0 0.0 0.0
C 5.823 -5.035 3.494 0.0 0.0 0.0
C 5.720 -6.278 3.956 0.0 0.0 0.0
C 5.561 -7.432 3.033 0.0 0.0 0.0
O 5.461 -8.564 3.450 0.0 0.0 0.0
C 5.526 -7.144 1.575 0.0 0.0 0.0
C 5.629 -5.901 1.115 0.0 0.0 0.0
C 5.783 -4.750 2.038 0.0 0.0 0.1
O 5.875 -3.615 1.617 0.0 -0.1 0.0
H 5.945 -4.179 4.148 0.0 0.0 0.0
H 5.748 -6.513 5.012 0.0 0.0 0.0
H 5.414 -8.001 0.924 0.0 0.0 0.0
H 5.608 -5.666 0.058 0.0 0.0 0.0
C 6.637 2.177 -2.228 0.0 0.0 0.0
C 6.427 0.987 -1.673 0.0 0.0 0.0
C 5.674 0.850 -0.400 0.1 0.0 0.0
O 5.486 -0.240 0.098 -0.1 0.1 0.0
C 5.165 2.094 0.230 0.0 0.0 0.0
C 5.374 3.285 -0.325 0.0 0.0 0.0
C 6.125 3.421 -1.599 0.0 0.0 0.0
O 6.310 4.504 -2.108 0.0 0.0 0.0
H 7.184 2.301 -3.154 0.0 0.0 0.0
H 6.791 0.066 -2.112 0.0 0.0 0.0
H 4.616 1.977 1.155 0.0 0.0 0.0
H 5.011 4.204 0.116 0.0 0.0 0.0
C 3.510 2.310 10.130 0.0 0.0 0.0
C 3.275 1.793 11.332 0.0 0.0 0.0
C 3.631 0.385 11.648 0.0 0.0 0.0
O 3.415 -0.089 12.741 0.0 0.0 0.0
C 4.261 -0.421 10.571 0.0 0.0 0.0
C 4.496 0.097 9.369 0.0 0.0 0.0
C 4.138 1.503 9.057 0.0 0.0 0.0
O 4.352 1.974 7.958 0.0 0.1 0.1
H 3.258 3.332 9.874 0.0 0.0 0.0
H 2.818 2.360 12.133 0.0 0.0 0.0
H 4.514 -1.443 10.825 0.0 0.0 0.0
H 4.956 -0.470 8.568 0.0 0.0 0.0
```
Positions in Å, forces in eV/Å.

The maximum force is 0.0134 Eh/bohr. Its total energy is -6161.1726 Ha. The value obtained for the HOMO energy is -0.412 Eh. Its total charge is +1.

Entry 2:
Here is a structure of composition C52H43F9N5OP2PtS from the OMol25 dataset. Energies are from ωB97M-V/def2-TZVPD.

```
114
Properties=species:S:1:pos:R:3:forces:R:3
Pt 0.108 -0.010 -0.471 -3.2 0.2 2.9
N -3.962 2.004 -1.359 -0.1 0.0 -0.1
C -2.845 1.459 -0.903 1.0 -0.4 0.7
S -1.862 0.564 -2.038 2.1 -0.6 0.4
N -2.542 1.577 0.366 -1.3 1.0 0.3
N -1.394 1.154 0.834 2.0 -1.6 -1.1
C -1.144 1.184 2.102 -0.2 0.2 -0.3
C 0.102 0.686 2.623 0.5 -0.3 0.5
C 0.419 0.808 3.981 -0.2 0.0 -0.6
C 1.610 0.287 4.450 0.2 -0.1 -0.2
C 2.448 -0.376 3.562 -0.3 0.2 -0.1
C 2.060 -0.471 2.232 0.6 -0.1 0.2
N 0.936 0.057 1.774 -0.2 -0.3 -1.4
H -4.235 1.929 -2.328 0.0 0.0 0.1
H -4.573 2.511 -0.732 0.1 -0.1 0.0
H -1.882 1.566 2.802 -0.1 0.2 -0.3
H -0.265 1.315 4.643 -0.1 0.1 0.1
H 1.883 0.394 5.489 0.0 0.0 0.1
H 3.383 -0.800 3.893 0.1 -0.1 0.0
H 2.680 -0.991 1.511 0.0 0.0 0.0
C 0.866 0.411 -4.008 0.2 0.0 -0.1
C 1.894 -0.713 -3.983 -0.1 -0.2 0.6
C 1.371 -1.916 -4.756 0.2 0.2 0.0
C 2.299 -1.032 -2.515 0.7 0.7 -1.1
C 3.345 -2.152 -2.413 0.6 0.9 -0.2
O 2.630 -3.224 -1.823 -0.8 -0.6 0.1
C 1.438 -2.797 -1.446 0.0 0.3 0.2
N 1.201 -1.536 -1.694 -0.6 1.0 1.3
C 0.579 -3.840 -0.886 -0.2 -0.6 0.2
C 0.961 -5.160 -1.182 0.1 0.3 -0.1
C 0.214 -6.243 -0.766 -0.1 0.1 0.0
C -0.945 -6.039 -0.034 0.1 0.0 -0.1
C -1.328 -4.751 0.296 0.1 0.1 -0.1
C -0.583 -3.648 -0.126 0.3 0.3 0.0
P -1.182 -2.069 0.553 -0.6 0.1 -1.2
C -1.164 -2.466 2.325 0.4 0.6 -0.1
C -2.294 -2.475 3.141 -0.1 0.1 -0.2
C -2.177 -2.849 4.468 0.1 -0.1 0.2
C -0.946 -3.201 4.998 0.0 0.0 -0.1
C 0.175 -3.236 4.177 0.0 0.0 0.0
C 0.070 -2.863 2.853 -0.1 0.1 -0.2
C -2.882 -1.916 -0.051 0.1 0.1 0.1
C -3.828 -1.140 0.626 0.1 -0.2 0.0
C -5.118 -1.044 0.137 0.0 0.0 -0.1
C -5.462 -1.663 -1.058 0.2 0.0 0.0
C -4.513 -2.396 -1.760 -0.1 0.1 0.0
C -3.227 -2.518 -1.269 0.1 -0.1 0.3
H 0.916 0.947 -4.952 -0.1 0.1 -0.1
H 1.033 1.124 -3.195 0.0 0.0 -0.1
H -0.137 0.000 -3.914 -0.1 0.0 0.0
H 2.824 -0.365 -4.449 0.0 0.0 0.0
H 0.443 -2.286 -4.328 -0.2 -0.1 0.1
H 2.088 -2.729 -4.807 0.1 -0.1 -0.1
H 1.165 -1.595 -5.774 -0.1 -0.1 -0.1
H 2.669 -0.091 -2.097 -0.1 -0.4 -0.1
H 4.186 -1.895 -1.762 -0.1 -0.1 0.0
H 3.739 -2.483 -3.374 -0.1 0.1 0.1
H 1.854 -5.329 -1.761 0.1 0.0 0.0
H 0.534 -7.243 -1.014 0.0 -0.1 0.0
H -1.538 -6.881 0.288 -0.1 -0.1 0.1
H -2.217 -4.601 0.894 0.0 0.0 0.0
H -3.273 -2.254 2.750 -0.1 0.1 0.0
H -3.057 -2.887 5.090 -0.1 0.0 0.1
H -0.862 -3.465 6.039 0.0 -0.1 0.1
H 1.122 -3.566 4.573 0.1 0.0 0.0
H 0.939 -2.901 2.208 0.1 -0.1 0.0
H -3.568 -0.616 1.534 0.0 0.0 0.1
H -5.859 -0.486 0.687 -0.1 0.1 0.1
H -6.464 -1.566 -1.443 -0.1 -0.1 0.0
H -4.781 -2.877 -2.688 0.0 0.0 -0.1
H -2.495 -3.095 -1.816 0.0 0.0 -0.1
F -3.307 6.303 -3.282 -0.1 0.0 0.1
C -2.149 6.041 -3.893 0.0 -0.1 0.0
F -2.437 5.471 -5.069 0.1 -0.1 -0.1
F -1.530 7.194 -4.139 0.1 0.1 0.0
C -1.275 5.120 -3.061 0.0 0.0 0.0
C -1.643 4.762 -1.771 0.0 0.1 -0.2
C -0.821 3.927 -1.037 0.2 -0.1 -0.1
C 0.383 3.463 -1.574 0.0 -0.1 0.1
C 0.718 3.797 -2.888 0.0 0.0 0.1
C -0.099 4.635 -3.623 -0.3 0.1 0.1
P 1.434 2.396 -0.536 0.0 0.3 -0.7
C 1.754 3.319 1.014 -0.3 -0.4 0.2
C 2.741 2.777 1.842 -0.2 -0.1 -0.1
C 3.167 3.449 2.969 -0.1 0.2 0.1
C 2.595 4.675 3.286 0.0 0.0 0.0
C 1.629 5.235 2.461 0.2 0.0 0.2
C 1.206 4.562 1.328 -0.1 -0.1 -0.1
C 3.029 5.428 4.528 -0.1 0.0 0.1
F 3.684 6.542 4.211 0.1 0.1 -0.1
F 3.817 4.683 5.305 0.2 -0.1 0.0
F 1.963 5.776 5.259 -0.2 0.0 0.0
C 3.137 2.523 -1.212 -0.3 -0.3 -0.1
C 4.042 1.471 -1.090 0.0 0.1 -0.1
C 5.287 1.544 -1.691 0.0 0.2 0.0
C 5.637 2.690 -2.394 0.0 0.0 0.0
C 4.801 3.796 -2.394 0.2 0.0 0.0
C 3.554 3.719 -1.798 0.0 -0.1 0.1
C 6.912 2.673 -3.217 -0.1 -0.2 -0.1
F 7.299 3.884 -3.591 0.0 0.2 0.1
F 7.911 2.083 -2.561 0.1 0.0 0.1
F 6.687 1.953 -4.335 0.0 0.0 0.0
H -2.560 5.143 -1.345 0.0 0.0 0.0
H -1.115 3.636 -0.039 0.0 0.1 0.1
H 1.622 3.425 -3.345 0.0 0.0 0.0
H 0.174 4.922 -4.628 0.0 0.0 -0.1
H 3.191 1.828 1.590 0.1 0.0 0.0
H 3.946 3.040 3.595 0.0 0.0 0.1
H 1.219 6.206 2.700 -0.1 0.1 0.0
H 0.475 5.031 0.687 0.0 0.0 0.0
H 3.782 0.596 -0.510 -0.1 -0.2 0.0
H 5.984 0.723 -1.625 0.1 -0.1 0.0
H 5.119 4.716 -2.864 0.0 0.0 -0.1
H 2.922 4.593 -1.789 -0.1 0.0 -0.1
```
Positions in Å, forces in eV/Å.

The maximum force is 0.0841 Eh/bohr. Its total energy is -4454.5372 Ha. The value obtained for the HOMO energy (alpha / beta) is -0.593 / -0.593 Eh. Its total charge is +3.